1.
Formula: C18H28N3O3
Source: the Open Molecules 2025 dataset
Level of theory: the ωB97M-V functional and the def2-TZVPD basis

SMILES	CCN(CC)C(=O)C[NH+]1CCN(Cc2ccc3c(c2)OCO3)CC1
HOMO	-0.3723	Ha
net charge	+1
lowest unoccupied orbital energy	-2.246	eV
frontier orbital gap	7.9	eV
2S+1	1

Geometry as XYZ:
```
52
C18H28N3O3, DFT the ωB97M-V functional and the def2-TZVPD basis
C 5.508 1.190 -0.910
H 6.196 0.504 -1.394
H 5.960 2.177 -0.909
H 4.591 1.229 -1.492
C 5.231 0.758 0.528
N 4.529 -0.510 0.604
C 3.221 -0.628 0.730
O 2.614 -1.699 0.777
C 2.329 0.639 0.854
N 0.961 0.109 0.954
C 0.082 0.438 -0.186
C -1.215 -0.355 -0.068
N -1.867 -0.009 1.176
C -1.030 -0.395 2.291
C 0.271 0.400 2.225
H 0.922 0.125 3.057
H 0.048 1.469 2.267
H -1.544 -0.153 3.223
H -0.801 -1.477 2.295
C -3.228 -0.523 1.260
C -4.101 0.114 0.211
C -4.171 1.497 0.132
C -4.964 2.142 -0.812
C -5.689 1.347 -1.667
C -5.624 -0.047 -1.595
C -4.833 -0.686 -0.671
H -4.797 -1.762 -0.625
O -6.427 -0.589 -2.553
C -7.032 0.502 -3.218
O -6.536 1.708 -2.673
H -8.124 0.458 -3.084
H -6.795 0.458 -4.292
H -5.021 3.216 -0.869
H -3.595 2.086 0.828
H -3.610 -0.265 2.252
H -3.252 -1.619 1.158
H -1.878 -0.087 -0.892
H -0.994 -1.437 -0.138
H 0.593 0.187 -1.117
H -0.142 1.507 -0.162
H 1.186 -0.954 0.920
H 2.588 1.204 1.750
H 2.439 1.281 -0.020
C 5.307 -1.743 0.472
C 5.165 -2.381 -0.905
H 5.775 -3.279 -0.944
H 4.131 -2.663 -1.086
H 5.492 -1.708 -1.692
H 6.350 -1.502 0.676
H 4.948 -2.445 1.229
H 6.178 0.644 1.061
H 4.654 1.527 1.043
```

---

2.
Formula: C18H28N4O4PPtSe
Source: the Open Molecules 2025 dataset
Level of theory: the ωB97M-V functional and the def2-TZVPD basis

HOMO (alpha / beta)	-0.3309 / -0.4296	Ha
net charge	+1
lowest unoccupied orbital energy (alpha / beta)	-2.612 / -3.947	eV
frontier orbital gap (alpha / beta)	6.4 / 7.7	eV
⟨S²⟩	6.01
2S+1	5

Geometry as XYZ:
```
57
C18H28N4O4PPtSe, DFT the ωB97M-V functional and the def2-TZVPD basis
Pt -1.103 1.582 -0.182
C -0.725 4.204 3.205
C -0.016 3.305 2.202
C 0.243 1.888 2.912
C 1.295 3.913 1.684
C -0.986 3.078 1.048
H 0.025 4.397 3.967
H -1.566 3.805 3.687
H -0.978 5.146 2.769
H 0.389 2.029 3.963
H 1.189 1.422 2.552
H -0.615 1.311 2.698
H 2.139 3.743 2.401
H 1.232 5.006 1.369
H 1.684 3.424 0.780
H -1.805 3.903 0.967
C 0.230 -6.165 -0.156
N 0.180 -5.955 1.340
C 1.713 -6.102 1.891
N 2.579 -5.243 1.193
C 2.568 -5.538 -0.267
N 1.157 -5.268 -0.791
C 0.625 -3.895 -0.822
P 0.719 -3.161 0.931
C -0.321 -4.592 1.708
C 2.346 -3.820 1.515
H -0.717 -6.069 -0.611
H 0.445 -7.227 -0.313
H -0.498 -6.609 1.706
H 1.987 -7.204 1.838
H 1.654 -5.763 2.935
H 2.839 -6.592 -0.436
H 3.260 -4.892 -0.890
H -0.488 -3.995 -0.989
H 1.102 -3.217 -1.579
H -1.341 -4.431 1.381
H -0.415 -4.415 2.787
H 2.416 -3.708 2.600
H 3.207 -3.177 1.123
N -1.814 2.101 -2.128
C -2.028 2.966 -2.816
C -2.274 4.226 -3.468
C -2.844 5.146 -2.615
C -3.001 6.458 -3.036
C -2.489 6.843 -4.280
C -1.877 5.914 -5.114
C -1.769 4.588 -4.733
H -3.304 4.744 -1.725
H -3.405 7.239 -2.411
H -2.461 7.893 -4.499
H -1.429 6.352 -6.025
H -1.286 3.919 -5.431
O 1.130 0.836 -0.436
Se 0.903 -0.687 -0.868
O 1.670 -1.213 -2.166
O -0.710 -0.868 -0.929
O 1.336 -1.576 0.565
```

---

3.
Formula: C18H28NO5P2Pb
Source: the Open Molecules 2025 dataset
Level of theory: the ωB97M-V functional and the def2-TZVPD basis

HOMO (alpha / beta)	-0.6510 / -0.6467	Ha
net charge	+3
lowest unoccupied orbital energy (alpha / beta)	-12.260 / -11.490	eV
frontier orbital gap (alpha / beta)	5.5 / 6.1	eV
2S+1	1

Geometry as XYZ:
```
55
C18H28NO5P2Pb, DFT the ωB97M-V functional and the def2-TZVPD basis
Pb 0.227 1.051 0.089
P 2.334 -0.851 0.163
C 2.416 -1.104 -1.649
C 1.117 -1.535 -2.280
N -0.014 -0.993 -1.810
C -1.189 -1.342 -2.348
C -1.266 -2.250 -3.408
C -0.098 -2.803 -3.933
C 1.114 -2.424 -3.357
C -2.478 -0.767 -1.785
P -2.289 0.850 -0.951
H 2.066 -2.795 -3.716
H -2.249 -2.478 -3.802
H -0.136 -3.509 -4.765
H -3.211 -0.650 -2.600
H -2.892 -1.464 -1.033
H 2.678 -0.096 -2.062
H 3.188 -1.858 -1.853
H 0.711 3.292 -1.655
O 1.201 2.449 -1.937
H 2.046 2.725 -2.344
H -0.291 4.360 0.003
O -0.400 4.205 -0.967
H -0.968 4.930 -1.292
C -2.702 2.045 -2.258
H -3.733 1.891 -2.607
H -2.599 3.067 -1.866
H -2.014 1.910 -3.105
C -3.697 0.885 0.202
H -3.623 1.794 0.820
H -4.656 0.892 -0.343
H -3.653 -0.002 0.856
C 2.065 -2.530 0.826
H 2.923 -3.187 0.621
H 1.913 -2.453 1.913
H 1.161 -2.968 0.386
C 4.073 -0.480 0.598
H 4.107 -0.216 1.667
H 4.735 -1.342 0.417
H 4.424 0.377 0.002
O -0.968 2.050 4.626
C -0.898 0.815 5.136
C -0.951 0.665 6.534
C -0.892 -0.603 7.092
C -0.799 -1.743 6.273
C -0.741 -1.603 4.880
C -0.760 -0.335 4.294
C -0.606 -0.165 2.820
O -0.547 -1.137 2.043
O -0.493 1.079 2.408
H -0.802 1.898 3.624
H -1.043 1.572 7.132
H -0.916 -0.700 8.176
H -0.775 -2.729 6.725
H -0.661 -2.470 4.227
```

---

4.
Formula: C18H29AuN2O3P2
Source: the Open Molecules 2025 dataset
Level of theory: the ωB97M-V functional and the def2-TZVPD basis

HOMO (alpha / beta)	-0.5242 / -0.5721	Ha
net charge	+2
lowest unoccupied orbital energy (alpha / beta)	-5.402 / -9.008	eV
frontier orbital gap (alpha / beta)	8.9 / 6.6	eV
⟨S²⟩	2.01
2S+1	3

Geometry as XYZ:
```
55
C18H29AuN2O3P2, DFT the ωB97M-V functional and the def2-TZVPD basis
Au -0.580 -0.069 -0.199
C -1.419 3.142 0.834
P -0.062 1.962 0.992
C 1.471 2.763 0.506
C 0.054 1.429 2.709
C 0.533 2.316 3.665
C 0.625 1.931 4.994
C 0.237 0.657 5.376
C -0.242 -0.236 4.429
C -0.337 0.141 3.092
P -0.960 -1.061 1.898
C -2.705 -1.368 2.244
C -0.074 -2.612 2.147
H -1.235 4.011 1.471
H -2.358 2.679 1.137
H -1.494 3.464 -0.204
H 1.637 3.666 1.096
H 1.399 3.039 -0.547
H 2.296 2.068 0.655
H 0.844 3.314 3.382
H 1.002 2.628 5.729
H 0.311 0.354 6.411
H -0.538 -1.229 4.745
H -2.820 -1.716 3.273
H -3.080 -2.133 1.563
H -3.283 -0.454 2.115
H -0.347 -3.049 3.109
H 1.000 -2.431 2.131
H -0.348 -3.311 1.355
O -0.041 -2.164 -1.614
C 1.102 -1.984 -1.191
C 2.366 -2.767 -1.420
C 3.398 -2.051 -0.533
C 2.639 -0.925 0.150
O 3.008 -0.144 0.987
N 1.346 -0.943 -0.363
H 2.620 -2.753 -2.480
H 2.206 -3.809 -1.144
H 4.229 -1.622 -1.092
H 3.832 -2.695 0.232
C -0.996 -0.334 -5.479
N -0.695 0.360 -4.227
C 0.448 1.267 -4.179
C -1.435 0.208 -3.145
C -2.645 -0.665 -3.165
O -1.113 0.836 -2.083
H -0.098 -0.347 -6.090
H -1.788 0.182 -6.023
H -1.290 -1.362 -5.283
H 0.785 1.469 -5.191
H 1.264 0.817 -3.610
H 0.155 2.202 -3.706
H -3.164 -0.646 -4.120
H -3.322 -0.333 -2.381
H -2.337 -1.692 -2.957
```

---

no.,strongest force on any atom (eV/Å)
1,1.31
2,3.36
3,2.45
4,0.66